i.
The following is a quantum chemistry calculation of an isolated ion of composition C6H9N2O and charge +1, from OMol25.

XYZ file:
```
18
Properties=species:S:1:pos:R:3
C -0.0612 -2.3173 -0.2014
N 0.3035 -0.9029 0.0563
C 1.4805 -0.5310 -0.3125
C 2.0048 0.7561 -0.2736
C 1.2081 1.8914 -0.0967
C -0.1346 1.9864 0.3491
C -0.9218 0.9958 0.6575
N -1.9733 0.4457 1.0274
O -2.8957 -0.0872 0.1189
H 0.6125 -2.9696 0.4280
H -1.0659 -2.4253 0.0341
H 0.0916 -2.6652 -1.2158
H 2.0849 -1.2494 -0.9821
H 2.9194 0.7660 -0.9047
H 1.7600 2.8025 -0.2634
H -0.5563 2.9596 0.3879
H -2.4182 0.4372 1.9242
H -2.4381 0.1072 -0.7332
```

Calculated values
Structure (SMILES): C/N=C/C=C\C=C=[NH+]O
Total charge: +1
Frontier orbital gap in eV: 8.439
2S+1: 1

Atomic partial charges in e from the natural (NBO) method, atoms 1 to 5: -0.445, -0.384, 0.082, -0.162, -0.166

***

ii.
The following is a quantum chemistry calculation of an isolated ion of composition C6H9N2O and charge +1, from OMol25.

XYZ file:
```
18
Properties=species:S:1:pos:R:3
C -2.2159 0.6884 -0.1106
C -0.7587 0.5612 -0.1677
C -0.0226 1.6848 -0.3361
N 1.2625 1.4145 -0.2247
C 1.4260 0.1159 -0.0053
C 2.6190 -0.7879 0.1507
O 3.7535 -0.4557 -0.0254
N 0.1240 -0.4617 0.0730
C -0.4103 -1.7691 0.3811
H -2.7899 -0.1450 -0.5837
H -2.5539 0.7578 0.9016
H -2.4296 1.6958 -0.6094
H -0.5306 2.6627 -0.6255
H 1.9735 2.0300 -0.5922
H 2.2008 -1.7609 0.4909
H 0.3533 -2.4922 0.5191
H -1.0112 -1.7662 1.2863
H -0.9901 -1.9723 -0.5220
```

Calculated values
Structure (SMILES): Cc1c[nH+]c(C=O)n1C
Total charge: +1
Frontier orbital gap in eV: 9.267
2S+1: 1

Atomic partial charges in e from the natural (NBO) method, atoms 1 to 5: -0.655, 0.171, -0.036, -0.421, 0.280

***

iii.
The following is a quantum chemistry calculation of an isolated ion of composition C6H9N2O and charge +1, from OMol25.

XYZ file:
```
18
Properties=species:S:1:pos:R:3
C -0.4323 0.5635 -1.2521
N -0.8067 0.3316 0.0882
C -1.7648 1.2840 0.7176
C -0.6433 -0.8724 0.6072
C 0.3539 -1.8180 0.2277
C 1.6617 -1.5527 -0.0760
N 2.2409 -0.3528 -0.2216
C 2.4126 0.7418 0.3005
O 2.8188 1.7754 0.5602
H 0.6599 0.8698 -1.4277
H -0.6615 -0.3891 -1.7680
H -0.9375 1.3330 -1.8055
H -2.6609 0.7709 0.6646
H -1.5550 1.3349 1.7453
H -1.6451 2.1117 0.1089
H -1.1607 -0.9115 1.5755
H -0.1473 -2.8482 0.3097
H 2.2674 -2.3718 -0.3546
```

Calculated values
Structure (SMILES): CN(C)/C=C\C=[N+]=C=O
Total charge: +1
Frontier orbital gap in eV: 8.776
2S+1: 1

Atomic partial charges in e from the natural (NBO) method, atoms 1 to 5: -0.466, -0.244, -0.389, 0.234, -0.383

***

iv.
The following is a quantum chemistry calculation of an isolated ion of composition C6H9N2O and charge +1, from OMol25.

XYZ file:
```
18
Properties=species:S:1:pos:R:3
C 1.7529 2.8127 1.5230
O 0.5350 2.0663 1.3470
C 0.4315 0.9613 0.6620
C -0.6981 0.0878 0.8099
C -0.8319 -1.2115 0.2348
C -0.5139 -1.6090 -1.0222
C -0.7260 -2.9451 -1.6491
N 0.1443 -0.6109 -1.6331
N 0.6167 0.4050 -1.6112
H 1.7323 3.0231 2.5435
H 1.7978 3.7837 0.9373
H 2.6301 2.1141 1.2279
H 1.2189 0.4187 0.2422
H -1.4272 0.3149 1.4779
H -1.4932 -1.7909 0.7244
H -1.3942 -3.6103 -1.1248
H 0.1814 -3.5168 -1.7470
H -1.0263 -2.6369 -2.6223
```

Calculated values
Structure (SMILES): CO/C=C/C=C(/C)[N+]#N
Total charge: +1
Frontier orbital gap in eV: 7.592
2S+1: 1

Atomic partial charges in e from the natural (NBO) method, atoms 1 to 5: -0.248, -0.429, 0.308, -0.327, -0.046

***

Which one sits at the top of the stability order? ii does.

***

i.
The following is a quantum chemistry calculation of an isolated ion of composition C6H9N2O and charge +1, from OMol25.

XYZ file:
```
18
Properties=species:S:1:pos:R:3
C -1.2209 -1.2139 0.1164
C 2.1247 -0.5189 -0.0342
C -1.6809 0.1911 0.1704
C 2.1063 1.0950 -0.0984
C -0.5776 1.1656 -0.3903
C 0.6127 0.9461 0.4291
N 0.8779 -0.5110 0.6208
N -1.5103 -2.4231 -0.0762
O 3.0024 -1.2565 -0.1910
H -2.7291 0.1975 -0.3386
H -1.9243 0.4320 1.2183
H 2.7557 1.5464 0.5760
H 2.1161 1.4211 -1.1132
H -0.4326 0.9512 -1.4435
H -0.8289 2.1935 -0.0577
H 0.4256 1.5293 1.3273
H -2.3547 -2.6649 -0.6079
H -0.7621 -3.0805 -0.1071
```

Calculated values
Total charge: +1
Frontier orbital gap (spin up / spin down) in eV: 7.791 / 7.489
2S+1: 1

Atomic partial charges in e from the natural (NBO) method, atoms 1 to 5: 0.662, 0.662, -0.562, -0.454, -0.391

***

ii.
The following is a quantum chemistry calculation of an isolated ion of composition C6H9N2O and charge +1, from OMol25.

XYZ file:
```
18
Properties=species:S:1:pos:R:3
C 4.1424 1.2068 -0.0715
N 3.1305 0.6175 -0.0651
C 2.1708 -0.2366 -0.0848
O 2.8598 -1.8117 0.0637
N 0.8904 -0.1879 0.0908
C 0.1077 -1.3880 0.0515
C -1.2233 -0.9164 -0.2716
C -1.2723 0.4955 0.2288
C 0.0937 1.0265 0.0109
H 5.0181 1.9109 -0.1635
H 0.0960 -1.7368 1.0412
H 0.5191 -2.1305 -0.5646
H -1.9443 -1.6418 0.1695
H -1.4582 -0.9261 -1.2425
H -2.0653 1.1313 -0.3710
H -1.7675 0.6191 1.3203
H 0.2008 1.5452 -0.9569
H 0.3412 1.8548 0.7910
```

Calculated values
Structure (SMILES): C#[N+]C(=O)N1CCCC1
Total charge: +1
Frontier orbital gap (spin up / spin down) in eV: 8.906 / 6.407
2S+1: 1

Atomic partial charges in e from the natural (NBO) method, atoms 1 to 5: 0.448, -0.274, 0.579, -0.410, -0.273

***

Which one sits at the top of the stability order? i does.

***

i.
The following is a quantum chemistry calculation of C4H8NO3 as an isolated structure, from OMol25.

XYZ file:
```
16
Properties=species:S:1:pos:R:3
C -0.3084 -1.3985 0.2581
C 1.1277 -1.3163 -0.2245
C -0.0498 1.0744 0.8155
C -0.9209 -0.1240 0.6173
N -1.5957 0.3336 -1.1857
O -2.8613 0.7306 -0.7151
O -0.7830 -2.5323 0.2802
O -2.0049 -0.1585 1.3405
H 1.8274 -0.6194 0.2913
H 1.6588 -2.2312 -0.3440
H 1.0560 -0.9035 -1.1824
H -0.5558 1.7716 1.5483
H 0.8501 0.8039 1.3209
H 0.2572 1.7064 0.0219
H -1.7444 -0.6360 -1.6497
H -2.9926 0.2776 0.1657
```

Calculated values
Total charge: -1
Frontier orbital gap (spin up / spin down) in eV: 7.857 / 7.856
2S+1: 1

Atomic partial charges in e from the natural (NBO) method, atoms 1 to 5: 0.530, -0.719, -0.658, 0.317, -0.450

***

ii.
The following is a quantum chemistry calculation of a 2-piece molecular cluster, C4H8NO3 overall, from OMol25.

XYZ file:
```
16
Properties=species:S:1:pos:R:3
C 0.8026 -0.5006 -3.3205
C 1.0758 -1.2012 -1.9554
O 0.5062 -0.6878 -0.9453
O 1.4833 -2.3711 -2.0254
H -0.1839 -0.9261 -3.6378
H 1.6412 -0.8552 -3.9149
H 0.8161 0.5676 -3.1941
C -1.4210 0.7551 2.9654
C -0.0787 0.7015 2.2277
O 1.0532 0.5274 2.7544
N -0.2078 0.7849 0.8728
H 0.6963 0.3029 0.4166
H -0.9813 0.5132 0.2879
H -1.1672 1.2375 3.8803
H -1.8752 -0.1962 3.1825
H -2.1596 1.3482 2.4057
```

Calculated values
Total charge: -1
Frontier orbital gap in eV: 8.160
2S+1: 1

Atomic partial charges in e from the natural (NBO) method, atoms 1 to 5: -0.742, 0.779, -0.850, -0.752, 0.210

***

Which one sits at the top of the stability order? ii does.

***

i.
The following is a quantum chemistry calculation of a 2-piece molecular cluster, C4H8NO3 overall, from OMol25.

XYZ file:
```
16
Properties=species:S:1:pos:R:3
O 4.2397 -0.1769 -0.0504
C 2.9856 -0.0639 -0.4369
C -0.4820 -0.3191 0.5717
C -0.9684 0.9182 1.3770
O -0.7437 0.5646 2.6497
N -0.9690 -0.8899 -0.4227
C -2.2161 -0.5580 -1.1385
O -3.1090 0.1424 -0.5268
H 2.6709 -0.7024 -1.2983
H 2.2268 -0.3279 0.3564
H -0.2986 1.7702 1.1434
H -1.9784 1.2101 1.0832
H 2.6693 0.9790 -0.7410
H 0.3308 -0.8472 1.0749
H -2.5068 -1.5677 -1.5271
H -1.8513 -0.1315 -2.1146
```

Calculated values
Total charge: -1
Frontier orbital gap in eV: 3.084
2S+1: 1

Atomic partial charges in e from the natural (NBO) method, atoms 1 to 5: -0.683, -0.209, 0.143, -0.115, -0.560

***

ii.
The following is a quantum chemistry calculation of C4H8NO3 as an isolated structure, from OMol25.

XYZ file:
```
16
Properties=species:S:1:pos:R:3
O -2.1520 -0.8965 1.7498
C -1.2033 -1.4296 1.1978
N -0.2625 -0.8052 0.4841
C -0.3397 0.5700 0.0435
C -0.2467 0.5669 -1.4990
O 0.8356 -0.2411 -1.8076
C 0.9630 1.3133 0.4039
O 2.1017 0.7022 -0.1958
H -0.9389 -2.5188 1.1573
H 0.4450 -1.2660 -0.0906
H -1.1742 1.0930 0.5116
H -1.2408 0.1737 -1.8044
H -0.0361 1.5853 -1.8189
H 1.5288 0.1596 -1.0652
H 1.1740 1.4124 1.4833
H 0.8765 2.3286 -0.0497
```

Calculated values
Total charge: -1
Frontier orbital gap in eV: 7.586
2S+1: 1

Atomic partial charges in e from the natural (NBO) method, atoms 1 to 5: -0.675, 0.528, -0.605, -0.133, -0.061

***

Which one sits at the top of the stability order? ii does.

***

i.
The following is a quantum chemistry calculation of a 5-piece molecular cluster, C6H21NO4 overall, from OMol25.

XYZ file:
```
32
Properties=species:S:1:pos:R:3
C -2.3998 -1.7636 1.1429
C -1.2666 -1.4722 0.1700
C -1.5743 -0.4216 -0.9000
C -0.3251 0.2124 -1.4846
C 0.6407 -0.2587 -2.2758
N 1.5181 0.5290 -3.0056
C 2.7986 -0.0078 -3.3874
H -3.1225 -2.4721 0.7296
H -2.0670 -2.1475 2.1060
H -3.0170 -0.8825 1.3591
H -0.9981 -2.4341 -0.2733
H -0.4417 -0.9864 0.6691
H -2.1063 0.3868 -0.3856
H -2.2874 -0.6260 -1.7053
H -0.3006 1.2668 -1.2395
H 0.7743 -1.3290 -2.2714
H 1.5651 1.4725 -2.6475
H 2.8557 -0.3599 -4.4169
H 3.1430 -0.9401 -2.9214
H 3.6254 0.6577 -3.1459
O 3.9595 -2.4673 1.6143
H 3.1660 -2.0359 1.9490
H 3.7817 -2.4875 0.6669
O -1.7703 3.9534 -1.8210
H -0.9464 3.5078 -2.0335
H -2.4313 3.3079 -2.0954
O -1.4453 1.1108 3.7794
H -1.2639 0.1911 3.5738
H -2.3587 1.3384 3.5991
O 0.9908 1.6496 5.1819
H 1.2179 2.1649 4.4072
H 0.0856 1.3431 5.0619
```

Calculated values
Structure (SMILES): CCC/C=C/NC.O.O.O.O
Frontier orbital gap in eV: 8.457
2S+1: 1

Atomic partial charges in e from the natural (NBO) method, atoms 1 to 5: -0.610, -0.400, -0.423, -0.298, 0.012

***

ii.
The following is a quantum chemistry calculation of a 5-piece molecular cluster, C6H21NO4 overall, from OMol25.

XYZ file:
```
32
Properties=species:S:1:pos:R:3
C -2.8424 -1.3604 -1.0358
C -2.0435 -0.3594 -0.6974
C -0.8818 0.0634 -1.5582
C -0.2889 1.4312 -1.1337
C 0.5772 1.9526 -2.2900
N 0.4598 1.2632 0.1208
C 0.8732 2.5529 0.6954
H -3.6725 -1.6607 -0.4165
H -2.7339 -1.9315 -1.9033
H -2.1922 0.1795 0.2164
H -1.1916 0.1289 -2.6017
H -0.0926 -0.6569 -1.4983
H -1.1241 2.1251 -0.9206
H 1.3845 1.2509 -2.4956
H 1.0529 2.9288 -2.0581
H 0.0066 2.0583 -3.1869
H 1.3011 0.6771 -0.0307
H -0.0150 3.1512 0.9130
H 1.4031 2.3598 1.6596
H 1.4911 3.1242 0.0505
O -0.5768 -0.1989 2.3546
H -0.4011 0.3980 1.5700
H 0.2704 -0.5153 2.6706
O -1.0486 -2.7468 1.5722
H -1.1188 -1.7862 1.8559
H -1.3443 -2.7728 0.6417
O 1.5256 -2.2293 2.1441
H 0.6169 -2.5686 1.8790
H 1.8862 -2.9212 2.7167
O 2.7593 -1.1715 -0.0551
H 3.6960 -1.1902 0.1565
H 2.2641 -1.5755 0.6646
```

Calculated values
Structure (SMILES): C=CC[C@H](C)NC.O.O.O.O
Frontier orbital gap in eV: 10.002
2S+1: 1

Atomic partial charges in e from the natural (NBO) method, atoms 1 to 5: -0.418, -0.159, -0.458, -0.032, -0.629

***

Which one sits at the top of the stability order? ii does.

***

i.
The following is a quantum chemistry calculation of one molecule with the formula C3H6O, from OMol25.

XYZ file:
```
10
Properties=species:S:1:pos:R:3
C -1.6227 0.1168 0.3579
C -0.5185 -0.7094 -0.2223
C 1.6520 -0.0805 -0.3455
O 0.5588 -0.4269 0.5015
H -2.4090 -0.4522 0.8416
H -2.0769 0.5574 -0.5370
H -1.2569 0.9115 1.0194
H 1.3544 -0.3320 -1.3664
H 2.5603 -0.5886 -0.0449
H 1.7586 1.0038 -0.2044
```

Calculated values
Frontier orbital gap in eV: 9.097
2S+1: 1

Atomic partial charges in e from the natural (NBO) method, atoms 1 to 5: -0.787, 0.291, -0.256, -0.530, 0.247

***

ii.
The following is a quantum chemistry calculation of a 2-piece molecular cluster, C3H6O overall, from OMol25.

XYZ file:
```
10
Properties=species:S:1:pos:R:3
C 0.9472 0.1520 1.8753
C -0.4267 0.7425 -0.5635
C -0.3909 -0.6965 -0.9959
O 0.1084 -1.6009 -0.3689
H 0.2301 -0.6686 2.0953
H 0.0566 0.9218 0.4208
H 1.7340 -0.4060 1.3226
H -1.4668 1.0857 -0.4999
H 0.0819 1.3664 -1.3092
H -0.8737 -0.8964 -1.9767
```

Calculated values
Frontier orbital gap (spin up / spin down) in eV: 8.635 / 8.625
2S+1: 1

Atomic partial charges in e from the natural (NBO) method, atoms 1 to 5: -0.241, -0.706, 0.441, -0.519, 0.099

***

iii.
The following is a quantum chemistry calculation of one molecule with the formula C3H6O, from OMol25.

XYZ file:
```
10
Properties=species:S:1:pos:R:3
C 0.6386 -0.5615 -0.9764
C 0.2180 0.3490 0.1283
C -0.9252 0.2618 1.0352
O 0.4116 0.0591 1.4954
H 1.6384 -0.3028 -1.3388
H -0.0350 -0.1709 -1.7480
H 0.6231 -1.6387 -0.7653
H 0.3907 1.3579 -0.2569
H -1.3387 1.2221 1.3484
H -1.6215 -0.5760 1.0781
```

Calculated values
Structure (SMILES): C[C@H]1CO1
Frontier orbital gap in eV: 11.263
2S+1: 1

Atomic partial charges in e from the natural (NBO) method, atoms 1 to 5: -0.634, 0.064, -0.118, -0.485, 0.216

***

iv.
The following is a quantum chemistry calculation of one molecule with the formula C3H6O, from OMol25.

XYZ file:
```
10
Properties=species:S:1:pos:R:3
C -0.5934 -1.3272 1.2966
C -0.4493 -0.6405 0.1041
O 0.0204 0.5800 0.1487
C 0.7209 1.2636 -0.8597
H -1.0946 -2.2278 1.0770
H -0.4656 -1.0658 2.4145
H -0.9381 -1.1591 -0.8821
H 1.4632 2.1178 -0.2809
H 1.4616 0.5530 -1.6348
H -0.1250 1.9061 -1.3833
```

Calculated values
Structure (SMILES): C=COC
Frontier orbital gap in eV: 9.634
2S+1: 1

Atomic partial charges in e from the natural (NBO) method, atoms 1 to 5: -0.509, 0.141, -0.541, -0.275, 0.188

***

Which one sits at the top of the stability order? iii does.